{"formula": "C28H77N7O15S2Sr2", "method": "ωB97M-V/def2-TZVPD", "symbols": ["Sr", "Sr", "S", "O", "O", "O", "O", "S", "O", "O", "O", "O", "C", "C", "C", "O", "C", "N", "H", "H", "H", "H", "H", "H", "H", "H", "H", "H", "H", "C", "C", "C", "O", "C", "N", "H", "H", "H", "H", "H", "H", "H", "H", "H", "H", "H", "C", "C", "C", "O", "C", "N", "H", "H", "H", "H", "H", "H", "H", "H", "H", "H", "H", "C", "C", "C", "O", "C", "N", "H", "H", "H", "H", "H", "H", "H", "H", "H", "H", "H", "C", "C", "C", "O", "C", "N", "H", "H", "H", "H", "H", "H", "H", "H", "H", "H", "H", "C", "C", "C", "O", "C", "N", "H", "H", "H", "H", "H", "H", "H", "H", "H", "H", "H", "C", "C", "C", "O", "C", "N", "H", "H", "H", "H", "H", "H", "H", "H", "H", "H", "H"], "positions_angstrom": [[0.160, -2.019, -1.655], [2.249, 2.442, -1.772], [2.657, -0.720, -3.929], [2.100, -0.950, -5.292], [2.116, -1.766, -3.006], [4.039, -1.100, -4.257], [2.677, 0.685, -3.452], [0.309, 0.472, -0.124], [1.360, 1.267, 0.484], [0.236, -0.922, 0.405], [-0.976, 1.143, -0.058], [0.700, 0.421, -1.560], [-4.190, 0.000, -1.483], [-3.321, -1.099, -2.036], [-2.658, -0.792, -3.380], [-1.432, -1.566, -3.514], [-1.102, -1.972, -4.832], [-2.283, -1.328, -0.986], [-5.108, 0.110, -2.071], [-3.613, 0.931, -1.457], [-4.516, -0.134, -0.453], [-3.947, -1.991, -2.135], [-2.293, 0.236, -3.406], [-3.320, -1.024, -4.214], [-1.913, -2.646, -5.138], [-0.160, -2.513, -4.913], [-1.057, -1.118, -5.511], [-2.726, -1.683, -0.144], [-2.126, -0.377, -0.647], [-2.919, -2.511, 3.838], [-3.126, -2.387, 2.345], [-4.641, -2.428, 1.993], [-4.826, -2.566, 0.596], [-6.176, -2.803, 0.248], [-2.652, -1.017, 1.949], [-1.927, -2.137, 4.092], [-3.142, -3.520, 4.196], [-3.600, -1.897, 4.437], [-2.576, -3.070, 1.696], [-5.142, -1.518, 2.333], [-5.045, -3.304, 2.515], [-6.220, -2.385, -0.760], [-6.902, -2.290, 0.884], [-6.506, -3.845, 0.203], [-1.647, -0.979, 1.773], [-2.701, -0.487, 2.815], [2.370, 1.165, 3.837], [3.394, 0.118, 3.353], [3.427, -1.063, 4.376], [2.234, -1.785, 4.150], [1.886, -2.867, 4.980], [2.969, -0.395, 2.035], [2.218, 1.197, 4.919], [1.360, 1.033, 3.446], [2.615, 2.186, 3.527], [4.446, 0.390, 3.283], [3.515, -0.744, 5.419], [4.288, -1.713, 4.180], [0.918, -3.262, 4.668], [1.993, -2.692, 6.050], [2.487, -3.752, 4.722], [2.438, 0.344, 1.563], [2.346, -1.164, 2.236], [-1.935, 3.276, 2.340], [-1.983, 4.781, 1.996], [-3.240, 5.383, 2.651], [-4.361, 4.954, 1.867], [-5.465, 5.816, 1.923], [-0.789, 5.341, 2.751], [-1.385, 2.594, 1.693], [-2.940, 2.835, 2.317], [-1.742, 3.142, 3.406], [-1.895, 5.172, 0.987], [-3.155, 6.465, 2.516], [-3.463, 5.008, 3.652], [-5.182, 6.827, 1.618], [-5.940, 5.720, 2.907], [-6.252, 5.492, 1.240], [-0.467, 4.560, 3.308], [-0.979, 6.000, 3.502], [1.322, -5.555, -2.464], [-0.003, -5.506, -1.720], [0.240, -5.337, -0.204], [0.546, -3.988, 0.105], [0.793, -3.715, 1.464], [-0.825, -4.387, -2.263], [1.967, -4.773, -2.061], [1.344, -5.617, -3.553], [1.814, -6.518, -2.281], [-0.516, -6.439, -1.969], [1.061, -5.977, 0.133], [-0.643, -5.679, 0.350], [1.529, -4.410, 1.886], [-0.124, -3.848, 2.050], [1.202, -2.714, 1.532], [-1.681, -4.429, -1.714], [-1.071, -4.552, -3.232], [0.315, 5.600, -1.949], [-0.470, 4.371, -1.451], [-0.816, 3.453, -2.663], [0.383, 3.059, -3.404], [0.004, 2.100, -4.414], [0.451, 3.786, -0.455], [0.202, 6.414, -1.230], [-0.165, 5.995, -2.848], [1.362, 5.404, -2.162], [-1.450, 4.499, -0.985], [-1.481, 4.022, -3.310], [-1.193, 2.556, -2.165], [-0.290, 2.612, -5.334], [-0.757, 1.408, -4.064], [0.866, 1.512, -4.733], [0.542, 4.435, 0.329], [0.018, 3.031, 0.079], [5.938, 0.807, 0.884], [5.557, 1.408, -0.464], [6.312, 0.742, -1.591], [5.907, -0.593, -1.752], [6.492, -1.175, -2.912], [4.092, 1.182, -0.686], [5.423, 1.428, 1.618], [7.014, 0.783, 1.073], [5.628, -0.229, 1.015], [5.818, 2.464, -0.345], [7.371, 0.642, -1.313], [6.235, 1.336, -2.509], [7.538, -1.445, -2.693], [6.439, -0.511, -3.768], [6.088, -2.176, -3.029], [3.694, 1.074, 0.240], [4.133, 0.246, -1.103]], "lumo_energy_ha": 0.0013, "gap_ev": 5.777, "spin_multiplicity": 1}